{
  "formula": "C8H9CdF6O12S2",
  "method": "ωB97M-V/def2-TZVPD",
  "total_charge": -3,
  "energy_ev": -75553.3820,
  "e_homo_ha": -0.00842,
  "largest_force_ha_per_bohr": 0.072,
  "homo_lumo_gap_ev": 7.4,
  "lumo_ev": 7.145,
  "species": ["Cd", "C", "C", "O", "O", "H", "H", "H", "C", "C", "O", "O", "H", "H", "H", "C", "C", "O", "O", "H", "H", "H", "C", "F", "F", "F", "S", "O", "O", "O", "C", "F", "F", "F", "S", "O", "O", "O"],
  "coordinates": [[-0.17, 0.11, -0.02], [-3.67, 2.03, 0.50], [-2.43, 2.49, -0.26], [-2.36, 3.71, -0.53], [-1.53, 1.66, -0.57], [-3.75, 0.99, 0.83], [-4.50, 2.03, -0.22], [-3.95, 2.70, 1.31], [1.23, 2.14, 3.39], [0.74, 1.47, 2.12], [-0.21, 0.65, 2.19], [1.28, 1.68, 1.00], [2.07, 2.82, 3.24], [1.43, 1.40, 4.16], [0.41, 2.80, 3.68], [-3.83, -1.53, -1.21], [-2.27, -1.51, -1.20], [-1.64, -1.46, -2.26], [-1.76, -1.39, -0.04], [-4.25, -2.48, -0.86], [-4.34, -1.55, -2.18], [-4.17, -0.68, -0.63], [2.79, -1.59, 2.46], [4.01, -2.13, 2.74], [1.97, -1.82, 3.48], [2.92, -0.29, 2.32], [2.12, -2.42, 0.89], [1.77, -3.75, 1.35], [0.99, -1.62, 0.42], [3.23, -2.43, -0.04], [2.30, -1.01, -3.79], [3.53, -1.27, -4.25], [1.39, -1.00, -4.73], [2.08, -2.02, -2.92], [2.16, 0.58, -2.72], [3.53, 0.79, -2.23], [1.76, 1.56, -3.73], [1.11, 0.35, -1.72]]
}

{
  "formula": "H12O6",
  "method": "ωB97M-V/def2-TZVPD",
  "total_charge": -1,
  "spin_multiplicity": 2,
  "energy_ev": -12479.3832,
  "e_homo_ha": [0.01797, -0.28650],
  "largest_force_ha_per_bohr": 0.031,
  "homo_lumo_gap_ev": [2.8, 10.9],
  "lumo_ev": [3.267, 3.139],
  "species": ["O", "H", "H", "O", "H", "H", "O", "H", "H", "O", "H", "H", "O", "H", "H", "O", "H", "H"],
  "coordinates": [[2.65, 1.54, 1.78], [2.70, 2.44, 1.47], [1.79, 1.23, 1.49], [1.43, -2.82, 1.13], [0.68, -3.41, 0.99], [2.09, -3.13, 0.51], [-0.86, -1.85, -2.79], [-1.39, -1.16, -2.41], [-0.49, -1.45, -3.58], [-0.76, 2.24, 2.30], [-0.56, 3.02, 1.78], [-0.56, 1.51, 1.71], [0.20, 0.29, 0.19], [0.72, -0.51, 0.23], [-0.37, 0.17, -0.57], [-2.16, 0.56, -1.69], [-2.55, 1.40, -1.45], [-2.55, -0.07, -1.08]]
}

{
  "formula": "C98H90Cl4N6O10",
  "method": "ωB97M-V/def2-TZVPD",
  "energy_ev": -182592.7013,
  "e_homo_ha": -0.35427,
  "largest_force_ha_per_bohr": 0.041,
  "homo_lumo_gap_ev": 7.9,
  "lumo_ev": -1.698,
  "species": ["Cl", "C", "C", "Cl", "H", "H", "H", "H", "Cl", "C", "C", "Cl", "H", "H", "H", "H", "C", "C", "C", "C", "N", "H", "H", "H", "H", "H", "H", "H", "C", "C", "C", "C", "N", "H", "H", "H", "H", "H", "H", "H", "C", "C", "C", "C", "N", "H", "H", "H", "H", "H", "H", "H", "C", "C", "C", "C", "N", "H", "H", "H", "H", "H", "H", "H", "C", "C", "C", "C", "N", "H", "H", "H", "H", "H", "H", "H", "C", "C", "C", "C", "N", "H", "H", "H", "H", "H", "H", "H", "C", "C", "C", "C", "C", "C", "C", "O", "C", "C", "C", "C", "C", "C", "C", "O", "H", "H", "H", "H", "H", "H", "H", "H", "C", "C", "C", "C", "C", "C", "C", "O", "C", "C", "C", "C", "C", "C", "C", "O", "H", "H", "H", "H", "H", "H", "H", "H", "C", "C", "C", "C", "C", "C", "C", "O", "C", "C", "C", "C", "C", "C", "C", "O", "H", "H", "H", "H", "H", "H", "H", "H", "C", "C", "C", "C", "C", "C", "C", "O", "C", "C", "C", "C", "C", "C", "C", "O", "H", "H", "H", "H", "H", "H", "H", "H", "C", "C", "C", "C", "C", "C", "C", "O", "C", "C", "C", "C", "C", "C", "C", "O", "H", "H", "H", "H", "H", "H", "H", "H"],
  "coordinates": [[24.64, 10.43, -15.09], [26.40, 10.34, -15.53], [26.56, 9.34, -16.64], [26.22, 7.65, -16.19], [26.97, 10.12, -14.63], [26.67, 11.35, -15.85], [27.60, 9.35, -16.95], [25.90, 9.55, -17.48], [31.09, 18.10, -26.03], [31.93, 19.52, -25.31], [31.82, 19.41, -23.79], [33.04, 18.33, -23.13], [31.43, 20.41, -25.69], [32.97, 19.53, -25.61], [30.85, 19.00, -23.53], [32.00, 20.41, -23.39], [35.03, 11.95, -26.13], [34.28, 12.44, -24.88], [33.64, 13.80, -25.19], [32.62, 14.25, -24.23], [31.85, 14.58, -23.46], [35.87, 12.62, -26.31], [34.25, 12.01, -26.88], [35.38, 10.93, -25.95], [34.78, 12.57, -23.92], [33.45, 11.73, -24.81], [33.19, 13.85, -26.19], [34.43, 14.55, -25.25], [28.89, 20.16, -15.99], [30.31, 20.64, -15.63], [30.65, 22.01, -16.24], [29.68, 23.07, -15.89], [28.89, 23.86, -15.66], [28.70, 19.09, -15.94], [28.67, 20.46, -17.02], [28.20, 20.56, -15.24], [31.09, 19.91, -15.82], [30.32, 20.75, -14.54], [30.62, 21.90, -17.33], [31.68, 22.35, -16.12], [24.68, 14.71, -20.19], [25.19, 13.62, -19.22], [25.16, 12.17, -19.70], [23.88, 11.49, -19.56], [22.88, 10.96, -19.40], [25.41, 14.88, -20.98], [24.68, 15.60, -19.57], [23.66, 14.59, -20.55], [24.67, 13.64, -18.27], [26.19, 13.93, -18.92], [25.85, 11.60, -19.07], [25.42, 12.06, -20.76], [26.78, 15.72, -23.82], [27.80, 16.84, -23.98], [27.71, 17.60, -25.31], [27.87, 16.70, -26.47], [27.96, 15.97, -27.34], [26.76, 15.00, -24.64], [25.80, 16.21, -23.78], [26.93, 15.14, -22.91], [28.83, 16.51, -23.82], [27.66, 17.52, -23.13], [28.36, 18.46, -25.37], [26.67, 17.93, -25.45], [35.44, 19.22, -15.03], [34.72, 18.55, -16.19], [33.75, 19.52, -16.89], [34.38, 20.79, -17.29], [34.89, 21.78, -17.56], [36.13, 20.01, -15.33], [35.91, 18.51, -14.35], [34.68, 19.65, -14.37], [34.18, 17.72, -15.74], [35.38, 18.20, -16.99], [32.97, 19.81, -16.18], [33.35, 19.05, -17.79], [30.42, 13.57, -9.96], [30.20, 12.30, -9.17], [28.76, 11.79, -9.39], [28.41, 11.58, -10.82], [28.07, 11.44, -11.91], [30.05, 13.47, -10.98], [31.48, 13.86, -9.99], [30.00, 14.48, -9.52], [30.27, 12.52, -8.10], [30.94, 11.52, -9.34], [27.99, 12.47, -9.00], [28.54, 10.82, -8.96], [25.29, 18.77, -23.31], [25.15, 18.30, -22.01], [26.08, 18.58, -21.02], [27.23, 19.30, -21.33], [27.36, 19.85, -22.62], [26.37, 19.61, -23.57], [28.51, 20.73, -22.97], [28.57, 21.25, -24.07], [29.58, 20.89, -21.99], [30.80, 21.52, -22.29], [31.81, 21.65, -21.39], [31.71, 21.00, -20.15], [30.55, 20.34, -19.80], [29.48, 20.33, -20.71], [28.26, 19.60, -20.30], [28.10, 19.19, -19.17], [24.55, 18.50, -24.05], [24.25, 17.80, -21.67], [25.88, 18.22, -20.02], [26.44, 20.02, -24.57], [30.89, 22.04, -23.24], [32.66, 22.29, -21.61], [32.56, 21.00, -19.47], [30.47, 19.95, -18.79], [31.88, 17.00, -10.77], [31.28, 17.28, -9.57], [30.85, 18.56, -9.25], [31.18, 19.63, -10.07], [31.87, 19.38, -11.28], [32.18, 18.07, -11.63], [32.15, 20.46, -12.23], [32.62, 20.24, -13.33], [32.09, 21.86, -11.71], [32.73, 22.88, -12.43], [32.74, 24.14, -11.85], [32.10, 24.43, -10.64], [31.50, 23.39, -9.93], [31.50, 22.11, -10.45], [30.89, 21.03, -9.66], [30.28, 21.26, -8.63], [32.14, 16.02, -11.15], [31.07, 16.45, -8.91], [30.22, 18.73, -8.39], [32.62, 17.80, -12.58], [33.26, 22.58, -13.32], [33.23, 24.95, -12.38], [32.09, 25.44, -10.27], [31.22, 23.63, -8.91], [22.01, 13.60, -12.82], [21.19, 14.72, -12.75], [21.42, 15.85, -13.51], [22.53, 15.86, -14.37], [23.34, 14.72, -14.54], [23.00, 13.57, -13.79], [24.52, 14.76, -15.45], [25.20, 13.78, -15.67], [24.99, 16.12, -15.90], [26.21, 16.22, -16.55], [26.75, 17.43, -16.90], [25.91, 18.54, -16.83], [24.67, 18.45, -16.23], [24.16, 17.24, -15.75], [22.88, 17.15, -14.99], [22.22, 18.16, -14.82], [21.72, 12.76, -12.22], [20.51, 14.71, -11.90], [20.83, 16.76, -13.50], [23.71, 12.76, -13.86], [26.75, 15.28, -16.66], [27.71, 17.60, -17.37], [26.19, 19.47, -17.32], [24.04, 19.33, -16.18], [30.46, 16.32, -20.73], [29.75, 15.15, -20.87], [29.42, 14.42, -19.75], [29.77, 14.87, -18.46], [30.43, 16.11, -18.37], [30.76, 16.86, -19.47], [30.65, 16.67, -17.01], [31.20, 17.74, -16.85], [30.10, 15.94, -15.81], [30.29, 16.47, -14.54], [29.85, 15.81, -13.42], [29.16, 14.61, -13.57], [28.91, 14.12, -14.83], [29.44, 14.73, -15.97], [29.18, 14.14, -17.32], [28.44, 13.19, -17.46], [30.72, 16.89, -21.62], [29.59, 14.69, -21.84], [28.98, 13.43, -19.81], [31.27, 17.81, -19.47], [30.94, 17.34, -14.46], [30.09, 16.23, -12.45], [28.62, 14.21, -12.72], [28.32, 13.21, -14.86], [27.97, 19.15, -12.12], [27.44, 18.37, -13.14], [26.82, 17.16, -12.85], [26.77, 16.75, -11.52], [27.32, 17.52, -10.49], [27.95, 18.74, -10.81], [27.27, 17.06, -9.07], [27.84, 17.66, -8.19], [26.51, 15.80, -8.80], [26.32, 15.37, -7.47], [25.52, 14.28, -7.18], [24.80, 13.70, -8.22], [25.06, 14.02, -9.53], [25.93, 15.08, -9.85], [26.22, 15.39, -11.27], [25.92, 14.64, -12.17], [28.40, 20.11, -12.38], [27.36, 18.82, -14.12], [26.42, 16.52, -13.62], [28.32, 19.46, -10.09], [26.74, 15.89, -6.62], [25.30, 14.01, -6.16], [24.23, 12.80, -7.99], [24.57, 13.55, -10.37]]
}